Here is a structure of composition C12H15AgAsN6PS4 from the OMol25 dataset. Energies are from wB97M-V/def2-TZVPD.

Last column: Löwdin charge in e.
Element x y z (Å)
Ag (0.500, -0.449, 0.417)  0.40
C (-0.799, -1.503, -4.224)  -0.08
N (-1.413, -1.720, -2.929)  -0.14
C (-1.644, -2.954, -2.391)  -0.09
C (-1.954, -2.754, -1.081)  -0.18
N (-1.875, -1.422, -0.781)  0.03
C (-1.514, -0.829, -1.898)  -0.54
P (-1.395, 0.968, -2.131)  1.13
C (-2.093, 1.486, -0.509)  -0.48
N (-1.669, 1.179, 0.697)  0.05
C (-2.495, 1.827, 1.568)  -0.14
C (-3.439, 2.537, 0.878)  -0.10
N (-3.177, 2.316, -0.448)  -0.15
C (-3.929, 2.879, -1.552)  -0.06
C (0.312, 1.549, -1.862)  -0.55
N (0.845, 1.855, -0.698)  0.02
C (2.088, 2.357, -0.972)  -0.19
C (2.289, 2.369, -2.318)  -0.10
N (1.139, 1.893, -2.890)  -0.16
C (1.058, 1.450, -4.264)  -0.08
H (-1.086, -2.326, -4.878)  0.08
H (0.288, -1.484, -4.098)  -0.02
H (-1.165, -0.570, -4.655)  0.06
H (-1.522, -3.849, -2.976)  0.11
H (-2.150, -3.492, -0.322)  0.09
H (-2.365, 1.745, 2.634)  0.09
H (-4.254, 3.166, 1.196)  0.10
H (-4.753, 3.456, -1.136)  0.08
H (-4.331, 2.092, -2.188)  0.08
H (-3.303, 3.535, -2.156)  0.08
H (2.779, 2.608, -0.187)  0.08
H (3.155, 2.603, -2.913)  0.11
H (1.642, 2.132, -4.882)  0.08
H (0.021, 1.473, -4.599)  0.05
H (1.465, 0.438, -4.335)  0.02
S (2.104, -1.274, -2.311)  -0.29
As (3.002, -2.188, -0.444)  -0.04
S (3.481, -0.215, 0.627)  -0.46
S (1.201, -2.848, 0.731)  -0.40
S (4.794, -0.674, 2.201)  -0.51

Forces on atoms 1 to 2 (eV/Å):
Ag 0.25 -0.20 0.27
C -0.08 0.00 0.08

Net charge ... -2
Multiplicity ... 1
HOMO energy ... 0.70 eV
Total energy ... -139096.9411 eV
Orbital gap ... 3.36 eV
Largest force on an atom ... 0.5 eV/Å